[1]
This record from the Open Molecules 2025 dataset describes a 2-piece molecular cluster, C5H10N2O overall at a distorted geometry. The level of theory is the ωB97M-V functional and the def2-TZVPD basis.

Each line ends with the natural charge from an NBO analysis.
Cartesian coordinates (Å):
C -0.181 -1.611 1.652  -0.659
C -1.136 0.567 -1.080  0.271
C -0.253 -0.314 0.897  0.461
N 1.991 0.076 -0.829  -0.550
N 0.391 0.742 1.490  -0.787
C -1.421 -0.021 0.087  -0.451
C -1.132 1.383 -2.102  -0.556
O 0.704 -0.467 -0.806  -0.558
H 1.923 0.980 -1.300  0.326
H 2.583 -0.527 -1.400  0.339
H 0.324 1.610 0.976  0.388
H 1.347 0.552 1.766  0.391
H -2.316 -0.615 0.216  0.235
H -0.818 -1.561 2.539  0.232
H 0.845 -1.804 1.969  0.227
H -0.519 -2.431 1.023  0.234
H -0.696 1.101 -3.051  0.227
H -1.636 2.340 -2.046  0.229

Values from the calculation:
- 2S+1 = 1
- HOMO (eV) = -8.05
- HOMO-LUMO gap (eV) = 9.1



[2]
This record from the Open Molecules 2025 dataset describes C5H10N2O as an isolated structure at a distorted geometry. The level of theory is the ωB97M-V functional and the def2-TZVPD basis.

Each line ends with the natural charge from an NBO analysis.
Cartesian coordinates (Å):
C 1.077 -0.159 -0.001  -0.049
C 0.628 -0.598 1.273  -0.645
C 1.609 -1.118 -1.039  -0.638
C -1.185 1.027 0.664  0.688
C -1.249 -0.057 -1.452  -0.045
O -0.549 2.135 1.172  -0.701
N -0.550 0.518 -0.551  -0.395
N -2.420 0.804 0.844  -0.709
H 0.361 1.929 1.411  0.492
H 1.698 0.735 0.045  0.192
H -2.790 1.351 1.614  0.362
H 1.063 -0.207 2.183  0.206
H 0.086 -1.533 1.323  0.196
H 2.629 -1.401 -0.779  0.238
H 1.653 -0.646 -2.025  0.203
H 0.990 -2.014 -1.090  0.214
H -2.293 -0.283 -1.276  0.208
H -0.758 -0.482 -2.316  0.185

Values from the calculation:
- 2S+1 = 1
- HOMO (alpha / beta) (eV) = -7.31 / -7.31
- HOMO-LUMO gap (alpha / beta) (eV) = 7.7 / 7.7



[3]
This record from the Open Molecules 2025 dataset describes one molecule with the formula C5H10N2O at a distorted geometry. The level of theory is the ωB97M-V functional and the def2-TZVPD basis.

Each line ends with the natural charge from an NBO analysis.
Cartesian coordinates (Å):
C 2.807 0.489 -0.131  -0.403
C 1.580 0.637 -0.576  -0.159
C 0.262 0.344 0.367  -0.106
C -0.845 -0.432 -0.388  -0.099
C -1.159 -1.777 0.251  -0.603
N -0.335 1.626 0.723  -0.306
N -2.000 0.462 -0.254  -0.365
O -1.396 1.790 -0.154  -0.265
H 3.656 0.698 -0.761  0.202
H 3.022 0.168 0.872  0.191
H 1.339 0.979 -1.567  0.197
H 0.616 -0.175 1.255  0.203
H -0.548 -0.577 -1.437  0.182
H -1.436 -1.644 1.292  0.213
H -0.287 -2.423 0.190  0.212
H -1.987 -2.254 -0.267  0.212
H -0.710 1.584 1.674  0.337
H -2.579 0.504 -1.087  0.358

Values from the calculation:
- 2S+1 = 1
- HOMO (eV) = -8.80
- HOMO-LUMO gap (eV) = 9.9
- SMILES = C=C[C@H]1NON[C@@H]1C



[4]
This record from the Open Molecules 2025 dataset describes a 2-piece molecular cluster, C5H10N2O overall at a distorted geometry. The level of theory is the ωB97M-V functional and the def2-TZVPD basis.

Each line ends with the natural charge from an NBO analysis.
Cartesian coordinates (Å):
C -0.211 1.105 0.897  0.121
C -1.132 -0.033 1.318  -0.642
C -0.762 1.864 -0.300  -0.650
C 1.555 0.435 -0.543  0.583
C 0.919 -2.566 -0.640  -0.033
O 1.109 0.564 0.640  -0.498
N 0.280 -1.630 -1.178  -0.633
N 2.045 0.532 -1.586  -0.472
H -0.051 1.789 1.740  0.190
H 0.575 -1.346 -2.130  0.369
H -0.923 1.174 -1.126  0.229
H -2.095 0.372 1.620  0.214
H -0.707 -0.567 2.165  0.215
H -1.253 -0.723 0.487  0.245
H -1.709 2.326 -0.033  0.227
H -0.065 2.638 -0.616  0.227
H 0.733 -2.773 0.408  0.156
H 1.694 -3.162 -1.123  0.153

Values from the calculation:
- 2S+1 = 1
- HOMO (eV) = -10.06
- HOMO-LUMO gap (eV) = 11.0
- SMILES = CC(C)OC#N.C=N



[5]
This record from the Open Molecules 2025 dataset describes a 2-piece molecular cluster, C5H10N2O overall at a distorted geometry. The level of theory is the ωB97M-V functional and the def2-TZVPD basis.

Each line ends with the natural charge from an NBO analysis.
Cartesian coordinates (Å):
C 1.288 2.382 0.101  -0.251
O 0.863 1.791 -1.115  -0.733
H 0.608 0.879 -0.945  0.473
H 0.822 1.927 0.971  0.173
H 2.387 2.390 0.189  0.159
H 1.147 3.460 -0.003  0.176
C -1.624 -0.594 1.617  -0.639
C -0.761 -1.023 0.485  0.090
C 0.905 -1.869 -0.584  0.167
C -1.017 -0.867 -0.841  -0.134
N 0.425 -1.689 0.601  -0.463
N 0.058 -1.376 -1.519  -0.531
H 1.818 -2.340 -0.907  0.198
H -1.095 0.199 2.138  0.219
H -1.655 -1.354 2.403  0.231
H 0.176 -1.363 -2.516  0.421
H -1.745 -0.346 -1.433  0.219
H -2.600 -0.208 1.360  0.224

Values from the calculation:
- 2S+1 = 1
- HOMO (eV) = -8.90
- HOMO-LUMO gap (eV) = 9.7
- SMILES = Cc1c[nH]cn1.CO



[6]
This record from the Open Molecules 2025 dataset describes one molecule with the formula C5H10N2O at a distorted geometry. The level of theory is the ωB97M-V functional and the def2-TZVPD basis.

Each line ends with the natural charge from an NBO analysis.
Cartesian coordinates (Å):
C 0.278 -0.172 1.358  0.090
C -0.009 0.806 -0.938  -0.061
C 0.966 0.458 0.178  -0.456
C -1.445 -0.222 -2.494  -0.245
C 1.088 -0.494 2.578  -0.643
O -0.439 -0.400 -1.526  -0.544
N -1.263 -0.371 1.353  -0.083
N -0.725 -1.358 0.948  -0.030
H -0.870 1.352 -0.517  0.172
H 0.475 1.448 -1.690  0.173
H 1.752 -0.194 -0.213  0.221
H 1.435 1.378 0.546  0.217
H -1.093 0.413 -3.318  0.164
H -2.343 0.232 -2.058  0.168
H -1.690 -1.208 -2.879  0.197
H 1.938 -1.136 2.343  0.217
H 1.468 0.443 2.990  0.215
H 0.478 -0.974 3.340  0.228

Values from the calculation:
- 2S+1 = 1
- HOMO (eV) = -8.75
- HOMO-LUMO gap (eV) = 9.8
- SMILES = COCCC1(C)N=N1



[7]
This record from the Open Molecules 2025 dataset describes a 2-piece molecular cluster, C5H10N2O overall at a distorted geometry. The level of theory is the ωB97M-V functional and the def2-TZVPD basis.

Each line ends with the natural charge from an NBO analysis.
Cartesian coordinates (Å):
C -1.181 0.126 0.337  -0.061
C -0.121 0.215 -1.809  -0.274
C -1.738 0.919 1.479  -0.646
N -0.835 0.770 -0.801  -0.472
C 0.930 -0.725 0.729  0.133
C 1.544 -0.620 -0.343  0.012
N 2.628 -0.789 -1.158  -0.838
O 0.967 -0.832 2.075  -0.684
H 0.131 -1.200 2.385  0.474
H -0.672 1.763 -0.677  0.392
H -1.550 -0.882 0.191  0.195
H 2.476 -0.620 -2.139  0.374
H 3.179 -1.619 -0.982  0.371
H -0.391 -0.787 -2.109  0.195
H 0.265 0.892 -2.556  0.193
H -1.314 1.926 1.503  0.210
H -1.488 0.454 2.436  0.217
H -2.829 1.011 1.440  0.211

Values from the calculation:
- 2S+1 = 1
- HOMO (eV) = -7.09
- HOMO-LUMO gap (eV) = 8.0



[8]
This record from the Open Molecules 2025 dataset describes a 2-piece molecular cluster, C5H10N2O overall at a distorted geometry. The level of theory is the ωB97M-V functional and the def2-TZVPD basis.

Each line ends with the natural charge from an NBO analysis.
Cartesian coordinates (Å):
C 3.535 0.290 0.967  -0.259
O 3.312 -0.699 1.970  -0.731
H 3.890 -1.447 1.809  0.465
H 3.724 -0.154 -0.020  0.165
H 4.334 0.952 1.290  0.173
H 2.579 0.737 0.725  0.187
C -2.829 1.089 -1.725  -0.634
C -0.388 -1.149 -0.401  0.161
C -2.057 -0.016 0.443  -0.126
C -1.984 0.194 -0.900  0.095
N -0.973 -0.799 0.765  -0.519
N -0.947 -0.539 -1.414  -0.463
H -0.886 -1.361 1.596  0.415
H 0.531 -1.704 -0.508  0.198
H -2.672 0.471 1.178  0.213
H -3.789 1.333 -1.261  0.214
H -3.032 0.746 -2.727  0.228
H -2.350 2.054 -1.787  0.218

Values from the calculation:
- 2S+1 = 1
- HOMO (eV) = -8.58
- HOMO-LUMO gap (eV) = 9.4
- SMILES = Cc1c[nH]cn1.CO



[9]
This record from the Open Molecules 2025 dataset describes one molecule with the formula C5H10N2O at a distorted geometry. The level of theory is the ωB97M-V functional and the def2-TZVPD basis.

Each line ends with the natural charge from an NBO analysis.
Cartesian coordinates (Å):
N 0.084 -1.294 -0.452  -0.654
C 1.340 -1.708 0.126  -0.202
C 2.028 -0.340 0.620  -0.420
C 0.865 0.522 1.050  -0.420
C -0.442 -0.315 0.502  -0.122
C -1.263 0.875 -0.360  0.697
N -0.765 1.213 -1.599  -0.872
O -2.171 1.218 0.289  -0.599
H -0.577 -2.011 -0.531  0.367
H 1.876 -2.329 -0.556  0.199
H 0.960 -2.361 1.040  0.144
H 2.641 0.001 -0.299  0.200
H 2.875 -0.445 1.187  0.221
H 0.761 0.716 2.101  0.218
H 0.909 1.500 0.611  0.220
H -1.117 -0.653 1.291  0.205
H -0.116 0.456 -2.158  0.426
H -1.249 1.748 -2.269  0.394

Values from the calculation:
- 2S+1 = 1
- HOMO (eV) = -8.54
- HOMO-LUMO gap (eV) = 9.5
- SMILES = NC(=O)[C@@H]1CCCN1



[10]
This record from the Open Molecules 2025 dataset describes one molecule with the formula C5H10N2O. The level of theory is the ωB97M-V functional and the def2-TZVPD basis.

Each line ends with the natural charge from an NBO analysis.
Cartesian coordinates (Å):
C -1.497 -0.760 -0.422  -0.684
C 0.455 0.126 -1.778  -0.646
C 0.122 0.867 0.663  0.086
C -0.222 0.014 -0.442  0.143
N -0.759 1.734 1.290  -0.807
C 1.417 0.584 1.029  -0.109
O 1.016 -1.718 1.180  -0.601
N 1.780 -0.647 0.568  -0.136
H 1.524 -2.487 0.892  0.471
H -1.688 1.800 0.906  0.381
H -0.734 1.772 2.297  0.386
H 2.172 1.259 1.424  0.191
H -2.119 -0.544 0.447  0.218
H -2.097 -0.641 -1.329  0.212
H 0.606 -0.861 -2.223  0.213
H -0.187 0.694 -2.465  0.204
H 1.419 0.624 -1.707  0.232
H -1.206 -1.816 -0.331  0.246

Values from the calculation:
- 2S+1 = 1
- HOMO (alpha / beta) (eV) = -7.56 / -7.51
- HOMO-LUMO gap (alpha / beta) (eV) = 7.8 / 8.0
- SMILES = CC(C)=C(N)/C=N\O



| no. | calculated total energy (a.u.) |
| --- | --- |
| 1 | -381.09145 |
| 2 | -381.12911 |
| 3 | -381.12294 |
| 4 | -381.19673 |
| 5 | -381.24788 |
| 6 | -381.16591 |
| 7 | -381.08325 |
| 8 | -381.24350 |
| 9 | -381.21373 |
| 10 | -381.09682 |